Here is C38H39ClIN3O2PPtS as an isolated structure from the Open Molecules 2025 dataset. Energies are from wB97M-V/def2-TZVPD.

Structure (XYZ):
```
87
Properties=species:S:1:pos:R:3:forces:R:3
C 2.458 -1.016 3.336 0.0 0.0 0.0
H 0.938 -1.937 -2.394 0.0 0.0 0.1
C -1.755 -1.256 3.473 0.0 0.1 0.0
C -3.111 -3.634 -0.680 0.1 0.0 0.0
H 3.014 -1.888 5.210 0.0 0.0 0.0
C -4.134 3.405 -1.262 0.0 0.0 0.0
C -1.500 -1.029 2.136 0.2 0.2 0.0
H 4.528 0.467 1.613 0.0 0.0 0.0
O -0.786 0.004 1.671 -0.2 -0.4 0.4
P 1.746 0.070 0.835 0.3 0.0 -0.5
C 0.085 -2.908 -4.671 0.0 0.0 0.1
C 5.740 -0.624 -1.353 0.0 0.0 0.0
H 2.015 -4.088 4.692 0.0 0.0 0.0
C 4.527 0.077 0.603 0.0 0.0 0.0
C 5.729 -0.130 -0.053 0.0 0.0 0.0
C 1.822 -1.215 2.115 -0.1 0.1 0.1
C 1.960 -3.284 3.969 0.0 0.0 0.0
H -3.522 -4.245 -1.471 0.1 0.0 0.0
C 0.287 -1.445 -4.297 0.2 0.0 0.0
H -0.043 2.767 -0.147 0.0 0.0 0.1
H 4.556 -1.308 -3.002 0.0 0.0 0.0
C -0.991 3.265 0.046 0.0 0.0 0.0
C 2.652 2.680 0.850 0.0 0.0 0.0
C 2.806 3.957 1.363 0.0 0.0 0.0
C -2.069 -1.970 1.227 0.2 0.2 -0.1
H -0.898 -3.254 -4.348 0.0 0.0 0.0
H -1.257 3.941 -0.765 0.0 0.0 0.0
C 1.340 -3.492 2.744 0.0 0.0 0.0
Cl -3.935 -4.620 3.605 0.0 0.0 0.0
H -6.634 5.461 -0.276 0.0 0.0 0.0
C 1.653 -0.959 -4.788 0.0 0.0 0.0
H 2.449 -1.627 -4.448 0.0 0.0 0.0
C -2.295 -2.534 -1.000 -0.1 -0.1 0.2
H 2.409 5.269 3.015 0.0 0.0 0.0
I -1.086 0.049 4.945 0.0 0.0 0.0
C 3.343 -0.706 -1.334 0.1 0.1 0.1
H 1.877 0.054 -4.442 0.0 0.0 0.0
C -5.211 4.273 -1.352 0.0 0.0 0.0
H -1.778 -0.779 -4.386 0.0 0.0 0.0
C -5.792 4.785 -0.198 0.0 0.0 0.0
H 1.679 -0.935 -5.878 0.0 0.0 0.0
H 2.412 -0.934 -1.830 0.1 0.0 0.0
H -0.604 0.480 -4.833 0.0 0.0 0.0
C -2.835 -3.075 1.640 0.0 -0.1 -0.1
H 0.911 -4.458 2.510 0.0 0.0 0.0
H 0.164 -3.036 -5.750 0.0 0.0 0.0
H 0.790 -2.622 0.863 0.0 0.0 0.0
H -5.601 4.550 -2.323 0.0 0.0 0.0
Pt -0.192 -0.077 -0.263 0.0 -0.9 1.4
H -3.936 -4.785 0.918 0.0 0.0 0.0
H -0.955 -0.831 -5.947 0.0 0.0 0.0
H 3.073 2.437 -0.119 0.0 0.0 0.0
H -3.674 2.979 -2.145 0.0 0.0 0.0
H 2.903 -0.059 3.576 0.0 0.0 0.0
H 0.834 1.307 3.349 0.0 -0.1 0.1
H -5.779 4.814 1.947 0.0 0.0 0.0
C 1.272 -2.462 1.821 0.0 0.0 0.0
N 0.186 -1.407 -2.818 -0.4 0.0 -0.3
C 4.548 -0.918 -1.993 0.0 0.0 0.0
C -3.653 3.067 -0.006 -0.1 -0.1 0.0
H -0.640 0.391 -2.592 0.1 0.1 -0.1
H 1.117 3.571 4.273 0.0 0.0 0.0
H 0.843 -3.539 -4.200 0.0 0.0 0.0
O -2.147 1.203 -1.142 0.2 0.1 0.4
C -3.354 -3.919 0.633 0.0 0.0 0.0
C 2.521 -2.050 4.260 0.0 0.0 0.0
C 1.969 1.704 1.582 0.1 0.0 -0.1
C 3.320 -0.204 -0.039 -0.1 0.1 -0.2
H -2.666 -2.516 4.971 0.0 0.0 0.0
C -0.829 -0.588 -4.893 0.0 0.0 0.1
C -3.025 -3.262 3.028 -0.1 0.0 0.0
N -1.794 -1.744 -0.078 -0.2 0.0 -0.9
H 1.015 0.448 -2.540 0.0 0.0 -0.1
C 1.402 2.042 2.803 0.0 0.0 0.0
H 6.660 0.097 0.449 0.0 0.0 0.0
C 2.270 4.277 2.604 0.0 0.0 0.0
H -2.024 -2.313 -2.023 0.0 0.0 0.0
H -3.856 3.250 2.124 0.0 0.0 0.0
C -5.311 4.425 1.052 0.0 0.0 0.0
S -2.249 1.984 0.172 -0.5 0.4 -0.4
C 1.556 3.324 3.314 0.0 0.0 0.0
H 3.349 4.702 0.796 0.0 0.0 0.0
C -4.237 3.552 1.155 0.0 0.0 0.0
H 6.682 -0.779 -1.863 0.0 0.0 0.0
H -0.940 3.794 0.999 0.0 0.0 0.0
N 0.196 -0.092 -2.259 0.2 0.1 -0.1
C -2.505 -2.369 3.913 0.0 0.1 0.0
```
Forces are in eV/Å.

E_HOMO in eV: -10.046
Relative energy (zero: lowest compared OMol25 entry of this formula, charge and spin) in kJ/mol: 18.82
DFT total energy in eV: -92593.7117
Kohn-Sham gap in Ha: 0.279
Charge: +1